Entry i
Molecular formula: C6H38NO14
Method: DFT, ωB97M-V/def2-TZVPD

XYZ file:
```
59
Properties=species:S:1:pos:R:3:mulliken_charge:R:1
C 0.197 1.842 -2.059 -0.86
O 0.577 1.570 -3.425 -0.59
C 1.190 1.238 -1.056 0.53
C 1.523 -0.234 -1.341 -1.19
C 0.343 -1.136 -1.156 -0.53
C 0.480 -2.350 -0.637 -0.24
N -0.665 -3.182 -0.543 0.38
C -0.663 -4.351 -0.052 -0.31
H 0.183 2.928 -1.921 0.37
H -0.821 1.449 -2.009 0.27
H 1.407 2.021 -3.621 0.33
H 0.765 1.328 -0.053 -0.32
H 2.105 1.818 -1.110 0.39
H 1.864 -0.325 -2.383 0.30
H 2.329 -0.571 -0.692 0.39
H -0.607 -0.727 -1.503 0.69
H 1.394 -2.795 -0.275 0.66
H -1.584 -2.768 -0.876 0.20
H -1.572 -4.933 -0.007 0.28
H 0.271 -4.814 0.302 0.30
H -0.241 -2.487 -3.497 0.34
H -0.303 -3.985 -3.817 0.30
O -0.478 -3.358 -3.106 -0.57
H 0.824 -1.053 2.137 0.29
H 0.735 -2.571 2.240 0.36
O 0.205 -1.805 2.007 -0.63
H 2.141 0.133 3.653 0.26
H 0.988 0.812 2.853 0.42
O 1.835 0.270 2.745 -0.73
H 3.513 -3.156 2.188 0.27
H 2.904 -1.751 1.840 0.25
O 2.760 -2.698 1.800 -0.56
H 0.271 -0.024 -3.901 0.37
H -0.303 -0.760 -5.109 0.28
O 0.140 -0.925 -4.269 -0.68
H 2.668 1.620 2.001 0.44
H 3.965 2.103 1.201 0.30
O 3.187 2.392 1.686 -0.75
H -3.622 -1.933 -1.780 0.25
H -3.127 -1.039 -0.539 0.39
O -2.876 -1.731 -1.201 -0.61
H -3.320 3.242 -0.565 0.31
H -2.062 2.893 0.276 0.46
O -2.710 2.505 -0.388 -0.71
H -2.560 -0.255 1.948 0.49
H -1.360 -1.078 2.444 0.43
O -1.995 -0.394 2.740 -0.82
H -0.829 2.851 2.033 0.45
H -0.096 3.816 1.039 0.40
O -0.996 3.557 1.372 -0.83
H 1.707 5.083 0.953 0.29
H 2.105 3.559 0.971 0.41
O 1.475 4.220 0.595 -0.65
H -3.228 1.080 0.245 0.43
H -4.441 0.353 0.891 0.29
O -3.530 0.198 0.613 -0.85
H -1.081 0.831 2.976 0.45
H -0.566 1.892 4.019 0.29
O -0.416 1.587 3.121 -0.87
```

Summary:
- HOMO-LUMO gap (eV) = 9.122
- spin multiplicity = 1
- net charge = +1
- HOMO energy (eV) = -12.226

Entry ii
Molecular formula: C6H38NO14
Method: DFT, ωB97M-V/def2-TZVPD

XYZ file:
```
59
Properties=species:S:1:pos:R:3:mulliken_charge:R:1
O -2.382 -2.046 0.732 -0.46
C -2.195 -0.889 0.884 -0.48
C -1.017 -0.222 0.184 0.57
C -1.264 1.266 -0.156 -1.17
C -1.100 2.295 1.053 -0.57
C 0.615 4.122 1.711 -1.12
C 0.231 3.058 1.013 0.27
N -0.624 -0.991 -1.092 0.07
H -2.580 -0.285 1.673 0.80
H -0.225 -0.388 1.011 -0.30
H -2.346 1.294 -0.523 0.39
H -0.792 1.541 -0.925 0.88
H -1.905 3.045 1.147 0.56
H -1.018 1.939 2.167 0.16
H 1.491 4.655 1.611 0.39
H -0.201 4.565 2.257 0.27
H 1.054 2.627 0.276 -0.14
H -1.341 -1.017 -1.778 0.50
H -0.437 -1.985 -0.904 0.64
H 0.223 -0.515 -1.442 -0.09
H -0.926 -3.653 -2.732 0.26
H 0.354 -2.885 -3.315 0.26
O -0.382 -2.859 -2.639 -0.57
H -1.318 -1.390 4.004 0.22
H -1.980 -2.405 3.122 0.28
O -1.363 -1.668 3.159 -0.52
H -4.235 0.473 3.143 0.25
H -3.159 1.519 3.335 0.22
O -3.343 0.771 2.914 -0.52
H 2.029 -0.302 -2.134 0.36
H 1.307 0.493 -3.276 0.37
O 1.289 -0.455 -2.787 -0.73
H 4.737 -0.098 0.399 0.32
H 4.939 0.953 1.646 0.30
O 4.885 0.803 0.678 -0.65
H 1.803 0.072 3.323 0.27
H 2.474 1.560 3.563 0.31
O 2.648 0.648 3.304 -0.59
H 2.236 2.204 -2.615 0.32
H 1.161 3.329 -2.803 0.34
O 1.521 2.557 -3.306 -0.74
H -0.092 1.980 -3.804 0.35
H -1.628 2.161 -4.141 0.26
O -1.085 1.817 -3.474 -0.59
H -2.785 0.174 -4.064 0.33
H -3.236 -1.268 -3.583 0.30
O -3.295 -0.365 -3.291 -0.65
H 2.200 0.127 -0.351 -0.04
H 3.066 1.373 -0.243 0.28
O 2.255 1.024 -0.650 -0.26
H 2.810 -2.051 0.996 0.28
H 3.807 -2.435 0.019 0.25
O 3.187 -1.744 0.185 -0.55
H 0.150 -2.359 2.580 0.39
H 1.076 -3.540 2.780 0.24
O 1.012 -2.638 2.745 -0.57
H -2.854 -4.523 -0.482 0.30
H -1.522 -5.105 -0.305 0.29
O -1.927 -4.365 -0.799 -0.57
```

Summary:
- HOMO-LUMO gap (eV) = 9.545
- spin multiplicity = 1
- net charge = +1
- HOMO energy (eV) = -11.912

Q: Which of them is the most stable? A: entry i.

Entry i
Molecular formula: C4H13NP
Method: DFT, ωB97M-V/def2-TZVPD

XYZ file:
```
19
Properties=species:S:1:pos:R:3:mulliken_charge:R:1
C -2.222 -0.137 0.667 -1.15
C 0.601 1.542 0.100 -1.37
C -1.338 -0.795 -0.376 -0.38
C 1.047 0.152 -0.241 -0.23
N 0.080 -0.914 0.103 -0.05
P 2.748 -0.312 0.362 -0.04
H -2.194 -0.687 1.606 0.39
H -1.942 0.895 0.855 0.32
H -3.251 -0.141 0.319 0.36
H -0.299 1.837 -0.438 0.32
H 1.387 2.245 -0.181 0.45
H 0.425 1.656 1.171 0.42
H -1.334 -0.236 -1.312 0.30
H -1.707 -1.802 -0.576 0.37
H 1.135 0.204 -1.988 0.29
H 0.483 -1.800 -0.225 0.40
H 0.042 -0.967 1.133 0.43
H 3.416 0.616 -0.426 0.10
H 2.923 -1.355 -0.553 0.07
```

Summary:
- HOMO-LUMO gap (eV) = 9.613
- spin multiplicity = 1
- net charge = +1
- HOMO energy (eV) = -13.544

Entry ii
Molecular formula: C4H13NP
Method: DFT, ωB97M-V/def2-TZVPD

XYZ file:
```
19
Properties=species:S:1:pos:R:3:mulliken_charge:R:1
C -3.205 -0.170 -0.224 -1.04
C 4.853 -0.033 0.399 -0.82
C -2.112 -1.153 0.316 -0.46
C -0.409 0.501 -0.357 -0.79
N -0.917 -0.379 0.694 -0.07
P 3.086 -0.577 0.040 -0.04
H -3.421 0.485 0.583 0.34
H -2.556 0.450 -0.979 0.36
H -4.047 -0.605 -0.581 0.39
H 5.181 0.741 -0.473 0.26
H 5.512 -0.872 0.430 0.31
H 4.800 0.429 1.315 0.29
H -1.871 -1.821 -0.651 0.30
H -2.611 -1.876 1.120 0.34
H 0.542 0.857 -0.242 0.44
H -0.536 -0.035 -1.334 0.36
H -0.182 -1.107 1.100 0.43
H -1.223 0.272 1.390 0.33
H 3.399 -1.091 -1.356 0.07
```

Summary:
- HOMO-LUMO gap (alpha / beta) (eV) = 9.049 / 6.106
- spin multiplicity = 1
- net charge = +1
- HOMO energy (alpha / beta) (eV) = -13.279 / -11.675

Q: Which of them is the most stable? A: entry i.

Entry i
Molecular formula: C2H3ClF2
Method: DFT, ωB97M-V/def2-TZVPD

XYZ file:
```
8
Properties=species:S:1:pos:R:3:mulliken_charge:R:1
C -0.391 0.326 0.232 -0.22
C 0.105 0.741 -0.923 -0.10
H 0.888 -1.425 1.352 0.38
H -0.069 0.720 1.189 0.37
H -0.188 0.376 -1.904 0.32
F 0.219 -1.530 0.716 -0.29
F 1.051 1.686 -0.959 -0.24
Cl -1.613 -0.893 0.297 -0.21
```

Summary:
- HOMO-LUMO gap (eV) = 9.563
- spin multiplicity = 1
- HOMO energy (eV) = -8.979

Entry ii
Molecular formula: C2H3ClF2
Method: DFT, ωB97M-V/def2-TZVPD

XYZ file:
```
8
Properties=species:S:1:pos:R:3:mulliken_charge:R:1
C -1.118 1.249 0.000 -1.02
C -0.356 -0.048 0.007 0.70
F -0.695 -0.819 -1.077 -0.23
F -0.614 -0.796 1.109 -0.22
Cl 1.448 0.165 -0.023 -0.18
H -0.915 1.780 0.948 0.32
H -2.159 0.934 0.002 0.29
H -0.921 1.810 -0.896 0.34
```

Summary:
- SMILES = CC(F)(F)Cl
- HOMO-LUMO gap (eV) = 12.547
- spin multiplicity = 1
- HOMO energy (eV) = -11.650

Q: Which of them is the most stable? A: entry ii.

Entry i
Molecular formula: C20H28N4O6S
Method: DFT, ωB97M-V/def2-TZVPD

XYZ file:
```
59
Properties=species:S:1:pos:R:3:mulliken_charge:R:1
C -0.019 1.140 5.553 -1.20
C -0.038 0.246 4.314 -0.56
N -0.511 0.892 3.114 0.38
C -1.920 1.146 2.905 0.33
C -2.368 2.543 3.331 -1.27
S 0.631 1.732 2.263 1.45
O -0.041 2.510 1.251 -0.84
O 1.513 2.440 3.147 -0.75
C 1.550 0.411 1.487 -0.43
C 2.818 0.107 1.940 -0.24
C 3.506 -0.938 1.350 -1.09
C 2.927 -1.656 0.313 0.43
C 1.630 -1.349 -0.137 -0.17
C 0.944 -0.306 0.473 0.05
N 1.063 -2.143 -1.139 0.21
C -0.287 -1.911 -1.610 -1.88
C -0.296 -0.669 -2.505 1.28
O 0.678 0.057 -2.570 -0.71
N -1.416 -0.432 -3.216 -0.02
C -2.636 -1.204 -3.225 -0.84
C -3.721 -0.522 -2.369 -0.96
C -3.376 0.962 -2.199 0.03
C -2.361 1.110 -1.057 -0.13
N -1.753 2.291 -0.943 0.00
O -2.162 0.202 -0.263 -0.72
C -2.873 1.509 -3.538 -0.98
C -1.541 0.837 -3.909 -0.86
C 1.819 -3.010 -1.868 0.67
O 1.355 -3.718 -2.737 -0.66
C 3.304 -3.011 -1.551 -0.52
O 3.637 -2.688 -0.220 -0.54
H 0.543 2.043 5.331 0.31
H -1.028 1.408 5.855 0.29
H 0.461 0.615 6.375 0.42
H -0.657 -0.640 4.492 0.44
H 0.980 -0.088 4.096 0.28
H -2.114 1.008 1.839 -0.53
H -2.476 0.382 3.455 0.50
H -3.421 2.677 3.094 0.43
H -2.227 2.696 4.397 0.28
H -1.786 3.287 2.794 0.36
H 3.252 0.699 2.729 0.60
H 4.497 -1.215 1.672 0.46
H -0.054 -0.031 0.179 0.45
H -0.972 -1.764 -0.773 0.47
H -0.564 -2.802 -2.180 0.64
H -2.966 -1.260 -4.269 0.41
H -2.453 -2.218 -2.879 0.35
H -3.765 -0.978 -1.380 0.39
H -4.694 -0.635 -2.847 0.50
H -4.272 1.512 -1.889 0.62
H -1.910 3.044 -1.587 0.22
H -1.088 2.428 -0.180 0.39
H -2.749 2.592 -3.515 0.49
H -3.630 1.289 -4.294 0.48
H -1.480 0.673 -4.991 0.34
H -0.687 1.446 -3.606 0.38
H 3.715 -4.004 -1.747 0.35
H 3.775 -2.294 -2.244 0.22
```

Summary:
- SMILES = CCN(CC)S(=O)(=O)c1ccc2c(c1)N(CC(=O)N1CCC(C(N)=O)CC1)C(=O)CO2
- HOMO-LUMO gap (eV) = 9.002
- spin multiplicity = 1
- HOMO energy (eV) = -8.397

Entry ii
Molecular formula: C20H28N4O6S
Method: DFT, ωB97M-V/def2-TZVPD

XYZ file:
```
59
Properties=species:S:1:pos:R:3:mulliken_charge:R:1
C -0.199 3.092 1.088 -0.65
C 0.934 2.616 1.990 -0.62
O 1.935 1.900 1.290 -0.29
C 1.718 0.609 0.914 0.82
C 0.601 -0.131 1.262 -0.91
C 0.449 -1.432 0.796 0.05
C -0.804 -2.140 1.162 0.15
O -1.375 -1.975 2.225 -0.70
N -1.276 -2.992 0.209 -0.17
C -2.649 -3.461 0.279 -1.12
C -3.551 -2.345 -0.127 0.70
N -3.620 -1.863 -1.338 -0.86
N -4.398 -0.772 -1.316 -0.22
C -4.787 -0.601 -0.080 0.49
S -5.723 0.752 0.478 -0.25
C -5.310 1.864 -0.894 -0.46
C -3.815 1.806 -1.159 0.53
O -2.970 1.688 -0.312 -0.55
O -3.573 1.947 -2.455 -0.35
C -2.213 1.824 -2.854 -0.53
N -4.285 -1.570 0.730 0.18
C -4.453 -1.701 2.149 -0.85
C 1.427 -2.001 0.004 -0.92
C 2.583 -1.290 -0.327 0.02
O 3.445 -1.990 -1.107 -0.43
C 4.769 -1.545 -1.353 -0.04
C 5.467 -2.645 -2.138 -1.48
C 2.734 0.030 0.121 0.96
O 3.826 0.763 -0.279 -0.60
C 4.619 1.405 0.715 -0.17
C 4.746 2.890 0.414 -1.22
H 0.212 3.647 0.248 0.30
H -0.785 2.261 0.704 0.04
H -0.859 3.746 1.652 0.43
H 1.469 3.479 2.398 0.38
H 0.548 2.025 2.829 0.38
H -0.187 0.282 1.869 0.60
H -0.890 -2.911 -0.719 0.34
H -2.855 -3.768 1.306 0.35
H -2.764 -4.307 -0.399 0.43
H -5.602 2.865 -0.576 0.41
H -5.858 1.570 -1.787 0.35
H -2.179 2.099 -3.904 0.23
H -1.579 2.484 -2.258 0.21
H -1.885 0.792 -2.718 0.26
H -3.473 -1.833 2.613 0.31
H -4.916 -0.791 2.526 0.33
H -5.094 -2.554 2.380 0.31
H 1.355 -3.018 -0.348 0.61
H 5.290 -1.371 -0.403 0.25
H 4.758 -0.612 -1.925 0.29
H 6.490 -2.351 -2.354 0.42
H 5.474 -3.568 -1.564 0.34
H 4.942 -2.823 -3.072 0.33
H 5.611 0.931 0.683 0.39
H 4.194 1.249 1.710 0.27
H 3.767 3.358 0.461 0.24
H 5.405 3.359 1.141 0.38
H 5.155 3.031 -0.583 0.33
```

Summary:
- SMILES = CCOc1cc(C(=O)NCc2nnc(SCC(=O)OC)n2C)cc(OCC)c1OCC
- HOMO-LUMO gap (eV) = 9.043
- spin multiplicity = 1
- HOMO energy (eV) = -8.362

Q: Which of them is the most stable? A: entry i.

Entry i
Molecular formula: C8H8N4
Method: DFT, ωB97M-V/def2-TZVPD

XYZ file:
```
20
Properties=species:S:1:pos:R:3:mulliken_charge:R:1
C 1.744 -6.447 -1.063 -0.08
C 3.068 -6.539 -1.448 -0.16
N 4.095 -6.299 -0.584 -0.52
C 3.652 -5.882 0.600 -0.04
C 2.377 -5.808 0.992 -0.08
N 1.398 -6.174 0.202 -0.52
H 0.864 -6.659 -1.686 0.37
H 3.361 -6.884 -2.448 0.35
H 4.430 -5.714 1.357 0.33
H 2.116 -5.536 2.024 0.35
C 5.269 -9.335 6.557 -0.11
C 5.253 -10.720 6.906 -0.03
N 5.249 -11.201 8.175 -0.51
C 5.328 -10.268 9.190 -0.15
C 5.251 -8.896 8.903 -0.08
N 5.211 -8.411 7.589 -0.51
H 5.368 -8.964 5.528 0.36
H 5.285 -11.482 6.115 0.35
H 5.103 -10.499 10.240 0.32
H 5.405 -8.135 9.680 0.36
```

Summary:
- SMILES = c1cnccn1.c1cnccn1
- HOMO-LUMO gap (eV) = 9.894
- spin multiplicity = 1
- HOMO energy (eV) = -9.774

Entry ii
Molecular formula: C8H8N4
Method: DFT, ωB97M-V/def2-TZVPD

XYZ file:
```
20
Properties=species:S:1:pos:R:3:mulliken_charge:R:1
C 1.941 1.877 -0.357 0.12
C 1.231 -0.637 -1.482 0.47
C 1.716 -1.380 0.794 0.31
C -0.418 1.278 -0.198 -1.06
C -1.524 0.470 0.474 -0.96
C -1.200 -1.850 0.310 -0.23
C 1.022 0.926 0.282 0.46
C 1.357 -0.464 -0.122 -0.60
N 2.574 2.680 -0.872 -0.51
N 0.850 -0.656 -2.587 -0.68
N 1.812 -2.149 1.688 -0.73
N -1.703 -0.759 -0.168 0.04
H -0.253 1.187 -1.213 0.63
H -0.503 2.280 0.043 0.46
H -1.217 0.263 1.486 0.38
H -2.322 1.120 0.429 0.49
H -1.464 -2.861 -0.104 0.29
H -0.658 -1.861 1.277 0.27
H 0.949 1.122 1.409 0.51
H -2.190 -0.585 -1.087 0.32
```

Summary:
- HOMO-LUMO gap (alpha / beta) (eV) = 5.787 / 5.788
- spin multiplicity = 1
- HOMO energy (alpha / beta) (eV) = -7.530 / -7.530

Q: Which of them is the most stable? A: entry i.

Entry i
Molecular formula: C18H25N3O5S
Method: DFT, ωB97M-V/def2-TZVPD

XYZ file:
```
52
Properties=species:S:1:pos:R:3:mulliken_charge:R:1
C 1.401 1.097 -3.016 -1.08
C 0.864 0.077 -4.008 -0.16
O -0.524 -0.080 -3.788 -0.32
C -1.220 -0.769 -4.803 -0.84
C -1.012 -2.289 -4.800 -0.43
C -1.658 -2.965 -3.587 -1.20
N -1.235 -2.327 -2.349 0.08
C -2.080 -1.459 -1.721 0.16
S -3.655 -1.220 -2.139 -0.37
N -1.596 -0.780 -0.647 -0.06
C -0.310 -0.872 -0.189 0.61
C 0.146 -0.100 0.879 -1.29
C 1.460 -0.223 1.301 0.90
C 1.990 0.639 2.405 0.19
O 3.069 1.188 2.342 -0.67
N 1.176 0.715 3.486 -0.10
C 1.411 1.658 4.548 -1.08
C 0.213 2.612 4.701 0.33
O 0.370 3.543 5.731 -0.43
C 1.476 4.423 5.596 -0.75
O -0.003 3.204 3.450 -0.27
C -1.200 3.949 3.365 -0.85
C 2.329 -1.106 0.657 -0.87
C 1.875 -1.884 -0.385 -0.76
C 0.554 -1.778 -0.815 0.74
C 0.079 -2.564 -1.959 0.17
O 0.763 -3.370 -2.553 -0.66
H 0.868 2.038 -3.129 0.31
H 2.460 1.262 -3.193 0.40
H 1.267 0.743 -1.997 0.05
H 1.391 -0.880 -3.882 0.20
H 1.034 0.427 -5.038 0.46
H -0.930 -0.369 -5.787 0.44
H -2.275 -0.539 -4.630 0.40
H 0.055 -2.515 -4.812 0.32
H -1.459 -2.705 -5.703 0.46
H -2.745 -2.897 -3.641 0.56
H -1.352 -4.013 -3.545 0.33
H -2.235 -0.117 -0.228 0.33
H -0.518 0.618 1.339 0.53
H 0.285 0.246 3.468 0.26
H 2.305 2.218 4.264 0.51
H 1.579 1.149 5.503 0.26
H -0.683 2.039 5.007 0.40
H 2.398 3.954 5.951 0.27
H 1.601 4.738 4.558 0.34
H 1.249 5.287 6.218 0.27
H -1.219 4.379 2.366 0.26
H -2.072 3.299 3.509 0.33
H -1.227 4.745 4.113 0.32
H 3.353 -1.161 0.990 0.48
H 2.523 -2.579 -0.897 0.51
```

Summary:
- SMILES = CCOCCCn1c(=S)[nH]c2cc(C(=O)NCC(OC)OC)ccc2c1=O
- HOMO-LUMO gap (eV) = 8.339
- spin multiplicity = 1
- HOMO energy (eV) = -8.464

Entry ii
Molecular formula: C18H25N3O5S
Method: DFT, ωB97M-V/def2-TZVPD

XYZ file:
```
52
Properties=species:S:1:pos:R:3:mulliken_charge:R:1
C -2.001 -2.652 -1.790 -1.26
C -3.195 -1.914 -1.200 -0.58
N -2.897 -1.440 0.140 0.16
C -4.022 -1.250 1.035 -0.66
C -5.016 -0.193 0.563 -1.08
S -1.735 -0.236 0.183 1.41
O -1.693 0.501 -1.055 -0.74
O -1.902 0.532 1.385 -0.72
C -0.204 -1.143 0.350 -0.54
C -0.093 -2.247 1.170 -0.58
C 1.148 -2.838 1.334 -1.11
C 2.277 -2.283 0.740 0.52
C 2.166 -1.111 -0.023 -0.51
C 0.904 -0.585 -0.255 0.27
N 3.322 -0.445 -0.442 0.02
C 3.237 0.987 -0.679 -0.63
C 2.472 1.612 0.499 0.09
O 2.718 1.254 1.637 -0.68
N 1.526 2.521 0.228 0.13
C 1.101 3.056 -1.051 -0.47
C -0.263 3.676 -0.748 -0.54
C -0.100 4.159 0.690 -0.69
C 0.697 3.025 1.319 -0.48
C 4.543 -1.034 -0.338 0.67
O 5.582 -0.463 -0.582 -0.66
C 4.491 -2.514 0.023 -0.43
O 3.480 -2.872 0.943 -0.50
H -1.664 -3.432 -1.113 0.30
H -1.183 -1.959 -1.963 0.32
H -2.284 -3.103 -2.739 0.44
H -3.459 -1.074 -1.855 0.32
H -4.051 -2.590 -1.128 0.55
H -3.594 -0.944 1.990 0.35
H -4.517 -2.219 1.160 0.50
H -5.792 -0.055 1.311 0.39
H -4.493 0.750 0.419 0.30
H -5.483 -0.484 -0.375 0.29
H -0.969 -2.640 1.660 0.53
H 1.276 -3.714 1.949 0.47
H 0.745 0.271 -0.886 1.04
H 2.782 1.185 -1.651 0.41
H 4.267 1.359 -0.684 0.45
H 1.015 2.285 -1.820 0.34
H 1.816 3.815 -1.395 0.34
H -0.518 4.473 -1.444 0.45
H -1.027 2.899 -0.794 0.03
H -1.051 4.312 1.191 0.37
H 0.471 5.089 0.715 0.30
H 1.332 3.334 2.151 0.36
H 0.034 2.223 1.665 0.15
H 4.362 -3.084 -0.913 0.22
H 5.442 -2.799 0.476 0.32
```

Summary:
- SMILES = CCN(CC)S(=O)(=O)c1ccc2c(c1)N(CC(=O)N1CCCC1)C(=O)CO2
- HOMO-LUMO gap (eV) = 9.184
- spin multiplicity = 1
- HOMO energy (eV) = -8.537

Q: Which of them is the most stable? A: entry i.